1.
# C24H14Br2F6IrN3O3

C24H14Br2F6IrN3O3 as an isolated structure in a non-equilibrium geometry (ωB97M-V/def2-TZVPD, OMol25).

Positions of all 53 atoms, in Å:
Ir 0.092 0.887 -0.067
Br 2.695 -0.294 -2.330
C 3.129 0.218 -0.584
C 4.457 0.148 -0.184
C 4.787 0.461 1.120
C 3.778 0.818 2.003
C 2.489 0.869 1.528
N 2.163 0.605 0.250
C 1.339 1.197 2.432
O 1.482 1.528 3.574
O 0.150 1.080 1.856
H 5.205 -0.162 -0.899
H 5.817 0.411 1.446
H 3.954 1.046 3.045
C -3.956 2.225 -0.032
C -3.000 1.040 0.043
O -1.722 1.528 -0.235
C -3.077 0.419 1.454
F -4.291 -0.077 1.706
F -2.812 1.355 2.370
F -2.193 -0.576 1.622
C -3.386 0.017 -1.047
F -2.620 -1.084 -1.018
F -4.658 -0.368 -0.940
F -3.224 0.575 -2.257
H -3.619 2.990 0.662
H -4.971 1.927 0.226
H -3.948 2.626 -1.043
Br -0.043 1.959 -2.847
C 0.256 3.386 -1.650
C 0.178 4.703 -2.045
C 0.384 5.666 -1.069
C 0.655 5.279 0.237
C 0.714 3.934 0.535
N 0.531 2.999 -0.408
H -0.043 4.959 -3.070
H 0.325 6.715 -1.328
H 0.805 6.007 1.021
H 0.899 3.584 1.541
N 0.108 -9.010 -0.621
C 0.101 -7.864 -0.561
C 0.094 -6.427 -0.483
C 1.013 -5.691 -1.227
C 1.014 -4.312 -1.149
C 0.093 -3.665 -0.325
C -0.832 -4.402 0.416
C -0.829 -5.781 0.337
C 0.088 -2.240 -0.239
C 0.069 -1.011 -0.134
H 1.721 -6.204 -1.862
H 1.724 -3.734 -1.724
H -1.546 -3.892 1.048
H -1.540 -6.363 0.906

The multiplicity is 2. The calculation puts the orbital gap (spin up / spin down) at 0.269 / 0.192 Ha. The net charge is +1. Its electronic energy is -7164.2469 Eh.

---

2.
# C24H15BrCoF4N2O2PS4

C24H15BrCoF4N2O2PS4 as an isolated structure (ωB97M-V/def2-TZVPD, OMol25).

Positions of all 54 atoms, in Å:
Co 0.795 -0.745 -0.046
O 0.292 -2.015 1.380
N 1.025 -3.056 1.411
N 1.798 -3.153 0.410
O 1.760 -2.298 -0.592
C 2.718 -4.237 0.320
C 2.697 -5.273 1.246
C 3.614 -6.302 1.119
C 4.542 -6.299 0.086
C 4.552 -5.252 -0.824
C 3.641 -4.212 -0.714
H 1.973 -5.261 2.047
H 3.603 -7.113 1.836
H 5.257 -7.106 -0.005
H 5.278 -5.236 -1.626
H 3.634 -3.374 -1.395
F -4.500 3.215 4.036
C -3.636 2.712 3.150
C -3.738 3.047 1.814
F -4.699 3.884 1.412
C -2.836 2.519 0.911
F -2.972 2.924 -0.357
C -1.824 1.636 1.279
P -0.652 1.009 -0.065
C -1.983 0.475 -1.213
C -2.776 -0.549 -0.691
C -3.791 -1.118 -1.443
C -4.024 -0.677 -2.737
C -3.228 0.326 -3.270
C -2.211 0.894 -2.518
C 0.061 2.664 -0.373
C 0.694 3.222 0.736
C 1.323 4.453 0.647
C 1.318 5.149 -0.552
C 0.706 4.592 -1.664
C 0.095 3.350 -1.581
C -1.723 1.346 2.641
Br -0.322 0.295 3.317
C -2.621 1.871 3.558
F -2.527 1.591 4.862
H -2.585 -0.914 0.314
H -4.392 -1.913 -1.019
H -4.814 -1.120 -3.331
H -3.392 0.667 -4.285
H -1.593 1.657 -2.963
H 0.736 2.673 1.669
H 1.832 4.856 1.513
H 1.809 6.112 -0.625
H 0.725 5.112 -2.614
H -0.310 2.906 -2.475
S 2.606 0.244 1.288
S 3.920 0.247 -0.294
S 2.901 1.381 -1.656
S 1.240 0.194 -2.075

The multiplicity is 2. The calculation puts the orbital gap (spin up / spin down) at 0.223 / 0.229 Ha. The net charge is -1. Its electronic energy is -7473.9311 Eh.

---

- Which value of electronic energy does entry 1 give?
  -7164.2469 Eh